C22H24N2O6S | ωB97M-V with the def2-TZVPD basis set

The geometry in ORCA input format:
```
! wB97M-V def2-TZVPD RIJCOSX def2/J DEFGRID3
* xyz 0 1
S 0.271 -2.296 0.713
O 5.249 0.756 1.538
O 0.352 -3.498 1.487
O 4.753 -0.481 -1.030
O -4.360 -1.766 1.550
O -0.015 -2.462 -0.692
O -2.878 -0.325 -2.780
N -2.971 -2.197 -0.183
N -0.900 -1.343 1.452
C -1.099 -0.020 1.023
C 3.228 -0.068 2.272
C -3.717 -0.502 -1.738
C -0.597 1.805 -0.465
C -1.432 2.659 0.241
C -2.803 0.996 -3.010
C 3.852 -0.585 -0.009
C 2.653 -1.276 -0.132
C -3.939 -1.886 -1.220
C 2.042 -0.761 2.138
C 4.146 0.038 1.225
C -1.588 4.096 -0.156
C 1.766 -1.353 0.926
C -3.249 -1.990 1.118
C -0.434 0.485 -0.090
C -1.954 0.828 1.726
C -2.114 2.142 1.335
C 4.466 -1.120 -2.253
C 6.313 0.938 0.627
C -2.015 -2.069 2.024
C -3.579 1.682 -2.130
C -4.171 0.706 -1.294
H 1.342 -0.841 2.952
H 6.759 -0.013 0.331
H 7.049 1.530 1.171
H -2.506 0.462 2.576
H -2.180 1.317 -3.821
H -2.785 2.777 1.894
H -1.393 4.227 -1.218
H 2.373 -1.765 -1.050
H -1.691 -3.107 2.129
H 4.365 -2.202 -2.127
H 5.994 1.482 -0.264
H 5.322 -0.909 -2.893
H 3.560 -0.719 -2.714
H -2.272 -1.686 3.015
H -0.880 4.715 0.396
H -0.073 2.172 -1.335
H -2.590 4.452 0.069
H -2.012 -2.324 -0.484
H -4.842 0.869 -0.476
H -3.837 -2.611 -2.030
H 3.486 0.417 3.200
H -3.716 2.742 -2.080
H -4.930 -1.957 -0.766
H 0.185 -0.161 -0.687
*
```

The value obtained for the relative energy (zero: lowest compared OMol25 entry of this formula, charge and spin) is 2.881 eV. The value obtained for the highest occupied orbital energy is -8.2 eV. The total energy is -1811.83477 a.u. For the maximum force, the calculation gives 0.02323 Eh/bohr. The HOMO-LUMO gap comes out at 8.7 eV. The value obtained for the LUMO energy is 0.47 eV.

Now the Löwdin charges, all in e: S 0.7110; O -0.0552; O -0.2678; O -0.1079; O 0.0670; O -0.2918; O 0.0489; N 0.0989; N -0.1717; C -0.2520; C 0.0258; C -0.2568; C -0.0342; C -0.2958; C -0.1297; C -0.1728; C 0.0039; C -0.0746; C -0.0469; C -0.1829; C -0.0549; C -0.2921; C -0.4850; C -0.0181; C -0.0018; C -0.0349; C -0.0651; C -0.0640; C -0.0864; C -0.0688; C -0.0138; H 0.1228; H 0.0969; H 0.0956; H 0.1137; H 0.1187; H 0.1161; H 0.0743; H 0.1102; H 0.1216; H 0.1017; H 0.0957; H 0.0980; H 0.1000; H 0.1317; H 0.0822; H 0.1173; H 0.0766; H 0.1002; H 0.1167; H 0.1329; H 0.1265; H 0.1005; H 0.1301; H 0.0897



C22H24N4O3S | ωB97M-V with the def2-TZVPD basis set

The geometry in ORCA input format:
```
! wB97M-V def2-TZVPD RIJCOSX def2/J DEFGRID3
* xyz 0 1
S -4.245 -0.613 -1.059
O -4.966 0.317 -1.884
O -4.116 -1.964 -1.523
O 1.490 2.752 0.103
N 4.514 -0.115 0.006
N 2.308 0.639 -0.091
N 5.725 0.413 0.232
N -4.810 -0.671 0.507
C -0.422 -0.273 0.152
C -5.569 -1.830 0.908
C -7.088 -1.697 0.768
C -0.052 0.990 -0.308
C 8.133 0.109 0.442
C 7.801 -2.595 -0.082
C -7.690 -0.753 1.810
C -2.602 0.045 -0.772
C -6.472 1.197 0.616
C 9.227 -0.736 0.411
C -2.256 1.304 -1.225
C 4.316 2.099 0.384
C 1.309 1.566 -0.073
C -1.703 -0.742 -0.079
C 6.859 -0.402 0.210
C -0.980 1.780 -0.982
C 9.069 -2.086 0.150
C -5.136 0.613 1.087
C 5.638 1.747 0.463
C 6.700 -1.762 -0.053
C 3.656 0.888 0.094
C -7.697 0.726 1.406
H -8.581 0.928 0.798
H -4.324 1.284 0.792
H -7.789 1.323 2.317
H 2.095 -0.324 -0.311
H 8.279 1.157 0.647
H -8.722 -1.049 2.012
H -5.210 -2.642 0.275
H 10.212 -0.332 0.592
H 6.494 2.356 0.665
H -6.420 2.285 0.685
H 9.929 -2.738 0.127
H -0.680 2.764 -1.310
H 3.868 3.061 0.507
H -7.331 -1.363 -0.241
H 7.669 -3.646 -0.286
H -2.020 -1.715 0.262
H -5.315 -2.058 1.951
H -6.580 0.948 -0.440
H 0.273 -0.879 0.715
H -5.115 0.511 2.176
H -2.990 1.884 -1.761
H -7.514 -2.693 0.902
H -7.137 -0.875 2.744
H 5.706 -2.138 -0.232
*
```

The value obtained for the relative energy (zero: lowest compared OMol25 entry of this formula, charge and spin) is 1.976 eV. The value obtained for the highest occupied orbital energy is -8.3 eV. The total energy is -1695.67575 a.u. For the maximum force, the calculation gives 0.02029 Eh/bohr. The HOMO-LUMO gap comes out at 8.4 eV. The value obtained for the LUMO energy is 0.05 eV.

Now the Löwdin charges, all in e: S 0.6813; O -0.2814; O -0.2799; O 0.0903; N 0.1391; N 0.1565; N -0.0979; N -0.2459; C -0.0115; C -0.2034; C -0.1675; C -0.1234; C -0.0233; C -0.0814; C -0.2062; C -0.2684; C -0.1781; C -0.0870; C -0.0367; C 0.0153; C -0.4201; C -0.0401; C -0.1853; C 0.0087; C -0.0969; C -0.1840; C -0.0339; C -0.0216; C -0.2947; C -0.2009; H 0.1088; H 0.1132; H 0.1062; H 0.1423; H 0.0990; H 0.1062; H 0.1069; H 0.1037; H 0.1127; H 0.1142; H 0.0999; H 0.1239; H 0.0933; H 0.1214; H 0.1037; H 0.1200; H 0.1286; H 0.0905; H 0.1164; H 0.1349; H 0.1172; H 0.1129; H 0.1042; H 0.0983



C22H24N4O4 | ωB97M-V with the def2-TZVPD basis set

The geometry in ORCA input format:
```
! wB97M-V def2-TZVPD RIJCOSX def2/J DEFGRID3
* xyz 0 1
O -0.426 -2.100 3.069
O -2.075 -3.265 4.179
O -4.379 -1.731 -1.495
O 3.085 2.025 1.714
N -2.440 -0.550 -1.504
N -1.763 1.187 -4.502
N 0.922 0.356 -0.102
N -1.481 0.740 -3.276
C -2.542 -2.879 2.955
C -3.352 -1.395 -0.942
C -2.983 -1.873 0.426
C -0.750 -2.783 4.261
C 1.654 0.124 1.140
C -2.514 0.014 -2.768
C -1.545 -2.170 2.280
C -3.966 -2.586 1.105
C 5.114 1.447 1.020
C -1.729 -1.655 1.022
C 4.736 3.774 2.118
C -0.435 1.898 -1.400
C 4.371 2.426 1.609
C -3.506 -0.002 -3.728
C 4.223 0.378 0.749
C 0.676 1.763 -0.364
C 2.998 0.776 1.195
C 0.545 -0.299 -2.410
C -3.771 -3.100 2.381
C -0.209 1.026 -2.654
C -2.973 0.749 -4.783
C 1.559 -0.223 -1.271
H 0.366 2.250 0.564
H -4.456 -0.486 -3.659
H 4.518 3.850 3.182
H 0.347 1.614 -3.391
H -0.165 -1.095 -2.188
H -1.384 1.639 -0.929
H -4.910 -2.734 0.602
H 2.437 0.367 -1.584
H 1.764 -0.956 1.265
H -4.540 -3.648 2.898
H 4.466 -0.560 0.293
H 5.795 3.951 1.958
H -1.619 -0.318 -0.965
H -0.515 2.941 -1.711
H 1.899 -1.232 -1.028
H -3.425 0.982 -5.726
H -0.059 -3.629 4.402
H -0.661 -2.096 5.117
H 4.164 4.545 1.603
H 6.162 1.479 0.806
H 1.587 2.269 -0.724
H 1.058 -0.582 -3.330
H -0.910 -1.125 0.560
H 1.039 0.505 1.959
*
```

The value obtained for the relative energy (zero: lowest compared OMol25 entry of this formula, charge and spin) is 2.678 eV. The value obtained for the highest occupied orbital energy is -8.2 eV. The total energy is -1372.70303 a.u. For the maximum force, the calculation gives 0.02513 Eh/bohr. The HOMO-LUMO gap comes out at 8.7 eV. The value obtained for the LUMO energy is 0.55 eV.

Now the Löwdin charges, all in e: O 0.0251; O 0.0436; O 0.0859; O 0.0759; N 0.1594; N 0.0696; N -0.1712; N -0.0922; C -0.1977; C -0.4094; C -0.1184; C -0.1542; C -0.1163; C -0.2324; C -0.1889; C -0.0112; C -0.0233; C 0.0705; C -0.0105; C -0.1011; C -0.3263; C -0.0010; C -0.0222; C -0.1799; C -0.2659; C -0.1014; C 0.0255; C -0.2332; C -0.1548; C -0.1867; H 0.1298; H 0.0900; H 0.0839; H 0.1493; H 0.1077; H 0.1098; H 0.1185; H 0.1252; H 0.1280; H 0.1207; H 0.1098; H 0.0832; H 0.0879; H 0.1221; H 0.1270; H 0.0955; H 0.1411; H 0.1412; H 0.0836; H 0.1067; H 0.1310; H 0.1219; H 0.0975; H 0.1315



C22H24N5NaSTe | ωB97M-V with the def2-TZVPD basis set

The geometry in ORCA input format:
```
! wB97M-V def2-TZVPD RIJCOSX def2/J DEFGRID3
* xyz 0 1
Te -0.433 0.730 1.676
S -1.567 2.540 0.395
Na -1.293 -1.331 -0.135
N 0.732 1.800 -0.630
N 0.791 -0.766 -0.278
N -1.122 -0.752 -2.190
N -0.980 2.387 -2.161
N 1.132 -0.350 -1.585
C 1.142 2.089 2.345
C 1.148 1.712 -3.002
C 1.483 1.115 -1.672
C -2.030 -0.849 -3.153
C -2.763 -2.920 0.734
C 1.303 -1.065 1.988
C -3.496 -1.730 0.589
C -1.719 -0.887 -4.500
C -0.056 2.279 -3.170
C -2.026 -1.448 2.302
C 3.115 -0.410 0.498
C -1.468 1.519 3.404
C -0.554 2.218 -0.966
C 0.575 -0.818 -3.870
C 3.941 -0.277 1.584
C 1.752 -0.766 0.651
C 3.479 -0.509 2.885
C -0.377 -0.917 -4.861
C -1.869 -2.746 1.785
C 0.158 -0.671 -2.541
C 2.194 -0.957 3.063
C -3.059 -0.825 1.550
H 1.883 1.659 -3.786
H 4.976 0.001 1.434
H -1.378 2.603 3.395
H 0.854 3.131 2.204
H -1.689 -1.154 3.291
H -1.002 1.127 4.306
H -2.498 -0.901 -5.248
H -1.226 -3.511 2.194
H -4.328 -1.587 -0.082
H 1.260 2.428 -0.040
H -2.944 -3.847 0.204
H -0.083 -0.989 -5.898
H 2.080 1.879 1.836
H 0.471 -1.746 2.074
H 1.287 1.902 3.408
H -3.056 -0.859 -2.814
H -0.383 2.685 -4.115
H 4.145 -0.391 3.727
H 2.553 1.209 -1.457
H 1.629 -0.839 -4.093
H 1.848 -1.248 4.046
H 3.528 -0.320 -0.496
H -3.541 0.116 1.778
H -2.519 1.253 3.404
*
```

The value obtained for the relative energy (zero: lowest compared OMol25 entry of this formula, charge and spin) is 2.979 eV. The value obtained for the highest occupied orbital energy is -7.2 eV. The total energy is -1954.86724 a.u. For the maximum force, the calculation gives 0.05383 Eh/bohr. The HOMO-LUMO gap comes out at 6.8 eV. The value obtained for the LUMO energy is -0.37 eV.

Now the Löwdin charges, all in e: Te 1.6744; S 0.6610; Na 0.1733; N -0.0232; N -0.0662; N 0.1017; N 0.0580; N -0.0268; C -0.2971; C -0.0431; C -0.2549; C -0.1057; C -0.1704; C -0.2475; C -0.1739; C -0.0527; C -0.1424; C -0.3243; C -0.0457; C -0.3277; C -0.8340; C -0.0189; C -0.0917; C -0.3782; C -0.1159; C -0.0555; C -0.1769; C -0.3021; C -0.1104; C -0.2350; H 0.1060; H 0.1051; H 0.0119; H 0.0216; H 0.0852; H 0.0243; H 0.1030; H 0.1019; H 0.0992; H 0.1054; H 0.1003; H 0.1098; H 0.0087; H 0.0651; H 0.0235; H 0.1157; H 0.1102; H 0.0970; H 0.1323; H 0.1188; H 0.1119; H 0.0987; H 0.0852; H 0.0112